No. 1
{
  "formula": "C22H27Br2EuO7PSSe",
  "method": "wB97M-V/def2-TZVPD",
  "charge": 1,
  "homo_energy_ha": [-0.4549, -0.4549],
  "de_lowest_kcal_mol": 0.0,
  "homo_lumo_gap_ev": [9.193, 9.906],
  "s2": 12.011,
  "spin_multiplicity": 7,
  "species": ["Eu", "Br", "C", "Br", "H", "H", "C", "O", "H", "H", "H", "H", "C", "S", "C", "O", "H", "H", "H", "H", "H", "H", "O", "Se", "O", "O", "O", "O", "P", "C", "C", "C", "C", "C", "C", "C", "C", "C", "C", "C", "C", "C", "C", "C", "C", "C", "C", "H", "H", "H", "H", "H", "H", "H", "H", "H", "H", "H", "H", "H", "H", "H"],
  "xyz": [[-1.77, 1.27, -0.81], [-1.45, 2.29, -3.68], [-1.10, 4.04, -2.96], [0.01, 3.97, -1.38], [-2.05, 4.47, -2.67], [-0.57, 4.60, -3.71], [-2.82, -1.93, -2.23], [-2.58, -0.52, -2.24], [-3.36, -2.22, -1.33], [-1.86, -2.43, -2.26], [-3.40, -2.22, -3.11], [-3.43, -0.04, -2.38], [-1.44, 3.80, 3.17], [-2.32, 2.58, 2.24], [-2.51, 1.32, 3.47], [-1.24, 2.01, 1.28], [-2.12, 4.20, 3.93], [-1.17, 4.60, 2.48], [-0.55, 3.36, 3.62], [-3.12, 1.72, 4.28], [-1.53, 1.01, 3.83], [-3.04, 0.49, 2.99], [-3.68, 0.81, 0.26], [-4.41, 2.05, -0.70], [-5.70, 2.74, -0.01], [-3.05, 3.09, -0.83], [-4.49, 1.35, -2.18], [0.26, 0.41, -1.06], [1.22, -0.61, -0.44], [2.35, 0.20, 0.68], [2.09, 1.50, 1.09], [2.95, 2.13, 1.99], [4.05, 1.45, 2.48], [4.32, 0.15, 2.07], [3.47, -0.48, 1.18], [0.26, -1.82, 0.49], [0.88, -2.99, 0.92], [0.18, -3.94, 1.66], [-1.15, -3.73, 1.98], [-1.78, -2.56, 1.57], [-1.07, -1.62, 0.83], [2.17, -1.49, -1.65], [1.66, -2.64, -2.26], [2.35, -3.24, -3.30], [3.55, -2.70, -3.74], [4.06, -1.55, -3.15], [3.37, -0.94, -2.11], [1.22, 2.03, 0.72], [2.75, 3.15, 2.30], [4.72, 1.95, 3.18], [5.18, -0.37, 2.46], [3.70, -1.49, 0.85], [1.91, -3.20, 0.67], [0.68, -4.84, 1.98], [-1.70, -4.46, 2.55], [-2.82, -2.38, 1.80], [-1.66, -0.74, 0.58], [0.72, -3.07, -1.92], [1.96, -4.14, -3.76], [4.09, -3.18, -4.54], [4.99, -1.13, -3.49], [3.78, -0.05, -1.66]]
}

No. 2
{
  "formula": "C22H27Cl2N5O5S",
  "method": "wB97M-V/def2-TZVPD",
  "homo_energy_ha": -0.2898,
  "de_lowest_kcal_mol": 7.7,
  "homo_lumo_gap_ev": 8.005,
  "smiles": "O=[N+]([O-])c1ccc(N2CCN(S(=O)(=O)c3ccc(Cl)c(Cl)c3)CC2)cc1NCCN1CCOCC1",
  "spin_multiplicity": 1,
  "species": ["O", "N", "O", "C", "C", "C", "C", "C", "C", "N", "C", "H", "C", "N", "C", "C", "H", "O", "C", "H", "C", "H", "H", "H", "H", "H", "H", "H", "H", "H", "H", "H", "N", "C", "H", "H", "C", "N", "S", "O", "O", "C", "C", "C", "C", "C", "C", "H", "H", "Cl", "Cl", "H", "C", "H", "C", "H", "H", "H", "H", "H", "H", "H"],
  "xyz": [[-3.41, -3.78, -2.52], [-2.91, -4.25, -1.48], [-2.95, -5.45, -1.24], [-2.30, -3.39, -0.56], [-1.79, -3.97, 0.61], [-1.14, -3.22, 1.55], [-1.01, -1.82, 1.38], [-1.55, -1.24, 0.25], [-2.16, -1.99, -0.77], [-2.57, -1.40, -1.90], [-2.20, -0.06, -2.28], [-1.15, 0.11, -2.02], [-3.07, 1.02, -1.60], [-2.26, 2.00, -0.89], [-1.57, 2.88, -1.82], [-0.70, 3.87, -1.03], [-0.23, 4.59, -1.70], [-1.47, 4.63, -0.12], [-2.17, 3.79, 0.76], [-2.76, 4.44, 1.40], [-3.07, 2.81, 0.01], [-3.57, 2.15, 0.73], [-3.84, 3.38, -0.54], [-1.45, 3.22, 1.38], [0.08, 3.32, -0.49], [-0.92, 2.29, -2.47], [-2.28, 3.45, -2.44], [-3.73, 1.50, -2.34], [-3.71, 0.52, -0.87], [-2.30, 0.01, -3.37], [-3.01, -2.01, -2.58], [-1.48, -0.18, 0.09], [-0.40, -1.08, 2.37], [-0.50, 0.36, 2.39], [-0.36, 0.67, 3.43], [-1.50, 0.66, 2.08], [0.58, 1.01, 1.50], [1.69, 0.10, 1.33], [1.78, -0.79, -0.09], [1.60, -2.19, 0.14], [0.98, -0.13, -1.08], [3.51, -0.50, -0.47], [4.43, -1.52, -0.30], [5.77, -1.28, -0.56], [6.17, -0.01, -0.99], [5.23, 1.00, -1.17], [3.90, 0.75, -0.91], [3.15, 1.52, -1.04], [5.56, 1.97, -1.51], [7.83, 0.30, -1.31], [6.92, -2.53, -0.34], [4.09, -2.49, 0.02], [2.02, -0.65, 2.52], [2.89, -1.25, 2.30], [0.83, -1.55, 2.96], [0.75, -1.54, 4.06], [1.02, -2.57, 2.63], [2.27, 0.08, 3.30], [0.19, 1.21, 0.50], [0.95, 1.94, 1.94], [-0.77, -3.69, 2.45], [-1.92, -5.03, 0.75]]
}

No. 3
{
  "formula": "C22H27IrO",
  "method": "wB97M-V/def2-TZVPD",
  "charge": -1,
  "homo_energy_ha": [0.0280, -0.2249],
  "homo_lumo_gap_ev": [1.651, 8.564],
  "s2": 8.767,
  "spin_multiplicity": 6,
  "species": ["Ir", "C", "C", "C", "H", "C", "C", "H", "H", "H", "H", "C", "C", "C", "H", "C", "C", "H", "H", "H", "H", "O", "C", "C", "C", "C", "C", "H", "H", "H", "H", "H", "H", "H", "H", "H", "H", "C", "C", "C", "C", "C", "C", "C", "H", "H", "H", "H", "H", "H", "H"],
  "xyz": [[0.00, 0.04, 0.16], [1.77, 0.18, 1.50], [2.25, -0.67, 0.44], [2.29, 0.09, -0.78], [2.53, -1.72, 0.54], [1.84, 1.43, -0.48], [1.55, 1.49, 0.94], [1.24, 2.38, 1.50], [1.66, -0.10, 2.54], [2.64, -0.26, -1.75], [1.78, 2.26, -1.19], [-2.12, 0.04, 1.09], [-1.42, 1.23, 1.49], [-1.20, 2.03, 0.31], [-1.12, 1.48, 2.51], [-1.75, 1.32, -0.82], [-2.31, 0.08, -0.33], [-2.82, -0.68, -0.93], [-2.44, -0.77, 1.75], [-0.71, 3.01, 0.27], [-1.80, 1.70, -1.85], [-0.11, -0.98, -1.98], [-0.19, -0.62, -3.44], [0.50, -1.97, -3.82], [0.55, 0.63, -3.76], [-1.65, -0.58, -3.84], [0.42, -2.33, -2.36], [1.52, -1.82, -4.17], [-0.08, -2.60, -4.49], [-0.36, -3.07, -2.08], [1.37, -2.52, -1.82], [0.53, 0.80, -4.86], [1.60, 0.57, -3.44], [0.08, 1.51, -3.27], [-1.75, -0.85, -4.91], [-2.07, 0.44, -3.72], [-2.25, -1.28, -3.24], [-0.29, -2.06, 0.73], [-0.44, -2.42, 2.15], [-0.43, -1.51, 3.22], [-0.59, -1.89, 4.56], [-0.76, -3.22, 4.89], [-0.77, -4.17, 3.85], [-0.61, -3.78, 2.53], [-1.18, -2.47, 0.19], [0.55, -2.69, 0.33], [-0.31, -0.41, 3.02], [-0.58, -1.11, 5.35], [-0.88, -3.52, 5.93], [-0.91, -5.23, 4.11], [-0.63, -4.55, 1.74]]
}

No. 4
{
  "formula": "C22H27N3O2",
  "method": "wB97M-V/def2-TZVPD",
  "homo_energy_ha": -0.2980,
  "de_lowest_kcal_mol": 35.8,
  "homo_lumo_gap_ev": 8.732,
  "smiles": "Cc1ccc([C@@H]2Nc3ccccc3C(=O)N2CCCN2CCOCC2)cc1",
  "spin_multiplicity": 1,
  "species": ["C", "C", "C", "C", "C", "C", "C", "H", "H", "C", "N", "C", "C", "C", "C", "C", "C", "C", "O", "N", "C", "H", "C", "C", "N", "C", "C", "H", "O", "C", "C", "H", "H", "H", "H", "H", "H", "H", "H", "H", "H", "H", "H", "H", "H", "H", "H", "H", "H", "H", "H", "H", "H", "H"],
  "xyz": [[2.64, 5.69, 2.10], [1.91, 4.45, 1.68], [0.64, 4.16, 2.15], [-0.03, 3.02, 1.75], [0.56, 2.14, 0.85], [1.83, 2.42, 0.37], [2.50, 3.56, 0.79], [3.49, 3.77, 0.40], [2.31, 1.75, -0.33], [-0.17, 0.86, 0.48], [0.13, -0.20, 1.42], [1.33, -0.86, 1.28], [1.95, -1.49, 2.36], [3.13, -2.19, 2.16], [3.69, -2.28, 0.90], [3.07, -1.67, -0.18], [1.89, -0.96, 0.01], [1.20, -0.38, -1.16], [1.52, -0.61, -2.31], [0.13, 0.42, -0.86], [-0.63, 1.03, -1.93], [-0.02, 0.95, -2.84], [-1.98, 0.34, -2.16], [-1.83, -1.09, -2.75], [-2.30, -2.19, -1.93], [-1.53, -2.43, -0.73], [-1.97, -3.77, -0.13], [-1.46, -3.96, 0.81], [-3.35, -3.78, 0.16], [-4.09, -3.52, -1.01], [-3.72, -2.17, -1.63], [-4.28, -2.02, -2.56], [-3.99, -1.38, -0.92], [-5.15, -3.53, -0.72], [-3.91, -4.32, -1.75], [-1.74, -4.58, -0.84], [-0.47, -2.48, -0.99], [-1.67, -1.65, 0.03], [-0.78, -1.28, -2.97], [-2.38, -1.15, -3.69], [-2.52, 0.29, -1.21], [-2.56, 0.96, -2.84], [-0.78, 2.09, -1.69], [3.48, -1.74, -1.17], [4.61, -2.83, 0.75], [3.60, -2.67, 3.00], [1.51, -1.42, 3.34], [-0.15, 0.00, 2.37], [-1.25, 1.05, 0.54], [-1.02, 2.82, 2.13], [0.16, 4.84, 2.85], [2.14, 6.16, 2.95], [2.67, 6.40, 1.28], [3.66, 5.46, 2.38]]
}

No. 5
{
  "formula": "C22H27N3O2",
  "method": "wB97M-V/def2-TZVPD",
  "homo_energy_ha": -0.2567,
  "de_lowest_kcal_mol": 515.9,
  "homo_lumo_gap_ev": 5.780,
  "smiles": "CCCCN1CCC[C@@H]1CNC(=O)c1cc(C#N)c2ccccc2c1OC",
  "spin_multiplicity": 1,
  "species": ["C", "C", "C", "H", "H", "C", "N", "C", "C", "H", "H", "C", "H", "H", "C", "C", "N", "C", "O", "C", "C", "C", "C", "C", "C", "C", "C", "C", "C", "H", "C", "N", "H", "H", "H", "H", "O", "C", "H", "H", "H", "H", "H", "H", "H", "H", "H", "H", "H", "H", "H", "H", "H", "H"],
  "xyz": [[-1.11, -2.26, -1.86], [0.19, -2.54, -1.05], [1.31, -1.42, -1.29], [1.64, -1.66, -2.28], [0.75, -0.68, -1.36], [2.20, -1.75, -0.16], [3.30, -0.93, -0.30], [4.53, -1.08, 0.24], [5.36, 0.19, 0.27], [6.46, -0.07, 0.00], [5.42, 0.79, 1.38], [4.55, 1.21, -0.67], [4.80, 1.98, -0.41], [5.01, 1.07, -1.56], [3.20, 0.62, -0.58], [2.45, 1.19, 0.93], [1.12, 1.02, 0.76], [0.27, 0.43, 1.64], [0.84, 0.04, 2.49], [-1.16, 0.40, 1.26], [-1.87, 1.28, 0.30], [-3.27, 1.11, 0.11], [-3.87, 2.05, -0.78], [-5.20, 1.71, -1.08], [-5.75, 0.62, -1.14], [-5.00, -0.44, -0.14], [-3.76, -0.39, 0.32], [-3.02, -0.96, 1.11], [-1.85, -0.87, 1.65], [-1.19, -1.55, 2.24], [-3.64, -2.22, 1.48], [-4.17, -3.35, 1.72], [-5.52, -1.36, 0.17], [-6.78, 0.12, -1.26], [-5.71, 2.30, -1.86], [-3.34, 3.06, -1.08], [-1.23, 2.49, -0.17], [-1.16, 3.46, 1.31], [-2.17, 3.77, 1.41], [-0.69, 3.18, 1.98], [-0.57, 4.22, 0.77], [0.52, 1.70, 0.15], [2.70, 0.62, 1.73], [2.79, 2.13, 0.96], [2.51, 1.00, -1.40], [4.41, -1.44, 1.38], [5.15, -2.07, -0.03], [2.77, -2.84, -0.23], [1.87, -1.43, 0.69], [0.29, -3.46, -1.19], [-0.26, -2.44, -0.05], [-1.55, -1.22, -1.80], [-0.69, -2.25, -3.09], [-1.88, -3.07, -1.66]]
}

No. 6
{
  "formula": "C22H27N3O4",
  "method": "wB97M-V/def2-TZVPD",
  "homo_energy_ha": -0.3158,
  "de_lowest_kcal_mol": 19.0,
  "homo_lumo_gap_ev": 8.746,
  "smiles": "CCc1nc2ccccc2c(C(=O)OCC(=O)NCCCN2CCCC2=O)c1C",
  "spin_multiplicity": 1,
  "species": ["C", "H", "H", "H", "C", "C", "N", "C", "C", "C", "C", "C", "C", "C", "C", "C", "H", "H", "H", "C", "O", "O", "C", "H", "H", "C", "O", "N", "C", "H", "C", "H", "H", "C", "N", "C", "O", "C", "H", "C", "H", "H", "C", "H", "H", "H", "H", "H", "H", "H", "H", "H", "H", "H", "H", "H"],
  "xyz": [[-4.56, -3.47, 0.02], [-4.89, -4.44, -0.35], [-5.41, -2.96, 0.46], [-3.82, -3.64, 0.81], [-3.97, -2.64, -1.12], [-3.52, -1.29, -0.61], [-4.36, -0.32, -0.84], [-4.10, 0.92, -0.40], [-5.06, 1.93, -0.64], [-4.86, 3.20, -0.18], [-3.70, 3.51, 0.55], [-2.75, 2.55, 0.79], [-2.91, 1.24, 0.31], [-1.99, 0.17, 0.51], [-2.29, -1.10, 0.08], [-1.32, -2.22, 0.30], [-1.68, -3.16, -0.09], [-1.14, -2.34, 1.37], [-0.37, -1.98, -0.17], [-0.71, 0.44, 1.22], [-0.30, -0.16, 2.18], [-0.04, 1.46, 0.65], [1.15, 1.91, 1.29], [0.93, 2.81, 1.87], [1.51, 1.14, 1.98], [2.25, 2.25, 0.29], [3.20, 2.94, 0.63], [2.08, 1.75, -0.94], [3.06, 1.97, -1.98], [2.60, 1.71, -2.94], [4.34, 1.16, -1.77], [4.82, 1.50, -0.86], [5.01, 1.36, -2.61], [4.09, -0.35, -1.69], [3.67, -0.79, -0.38], [2.42, -1.18, -0.08], [1.46, -1.07, -0.83], [2.43, -1.75, 1.32], [1.55, -1.43, 1.88], [3.75, -1.26, 1.91], [4.19, -1.97, 2.60], [3.60, -0.31, 2.44], [4.63, -1.02, 0.68], [5.29, -0.16, 0.79], [5.24, -1.90, 0.44], [2.40, -2.84, 1.24], [5.00, -0.90, -1.95], [3.30, -0.64, -2.39], [3.32, 3.03, -1.98], [1.36, 1.05, -1.09], [-1.87, 2.81, 1.36], [-3.56, 4.51, 0.92], [-5.59, 3.97, -0.36], [-5.95, 1.65, -1.18], [-3.14, -3.17, -1.59], [-4.74, -2.46, -1.86]]
}